The following is a quantum chemistry calculation of a structure of composition C20H22BiN6S in a non-equilibrium geometry, from the OMol25 dataset.

Computed properties:
- LUMO (spin up / spin down) (eV) = 2.184 / 2.184
- total charge = -1
- spin multiplicity = 1
- gap between HOMO and LUMO (spin up / spin down) (eV) = 4.28 / 3.88

Geometry (Å):
Bi -1.508 -0.999 1.293
N -3.064 -4.800 3.760
C -2.725 -3.654 3.191
S -2.215 -3.651 1.517
N -2.794 -2.599 4.049
N -2.244 -1.442 3.527
C -1.839 -0.558 4.427
C -1.327 0.768 4.064
C -0.785 1.632 4.976
C -0.253 2.845 4.561
C -0.274 3.130 3.128
C -0.857 2.204 2.269
N -1.363 1.075 2.736
H -2.878 -5.675 3.227
H -3.586 -4.798 4.682
H -2.032 -0.837 5.513
H -0.842 1.387 6.078
H 0.187 3.550 5.240
H 0.158 4.034 2.672
H -0.940 2.456 1.223
N -1.257 0.090 -0.996
C -0.971 0.466 -2.041
N -0.682 0.901 -3.235
C -1.747 0.866 -4.241
C -1.251 0.731 -5.681
C -0.037 1.614 -5.937
C 1.088 1.367 -4.915
C 0.630 1.587 -3.484
H -2.434 1.754 -4.144
H -2.383 0.013 -4.042
H -2.042 1.037 -6.410
H -1.031 -0.313 -5.874
H -0.398 2.669 -5.919
H 0.410 1.438 -6.905
H 1.898 2.061 -5.160
H 1.492 0.335 -5.117
H 0.559 2.644 -3.183
H 1.316 1.188 -2.732
C 0.614 -1.376 1.553
C 1.927 -1.297 1.231
C 2.955 -0.590 1.893
C 4.150 -0.395 1.288
C 4.435 -1.099 0.102
C 3.469 -1.820 -0.552
C 2.260 -2.067 0.044
H 2.718 -0.242 2.880
H 4.870 0.314 1.684
H 5.425 -1.037 -0.325
H 3.681 -2.172 -1.534
H 1.518 -2.739 -0.378

Cartesian forces, eV/Å:
Bi 1.10 -0.52 1.53
N -1.35 -3.39 1.12
C 0.50 3.97 1.26
S -0.23 -0.66 0.48
N 0.68 -1.70 -2.04
N 0.27 0.84 0.37
C -0.45 0.80 0.86
C -1.19 -3.15 -0.32
C 0.71 1.96 2.32
C -0.36 -0.77 -1.54
C 0.02 -0.02 0.08
C 0.72 1.32 1.80
N -0.53 -0.96 -1.22
H -0.61 1.26 0.93
H 1.27 -0.02 -1.86
H 0.53 0.52 -1.35
H 0.21 0.19 -1.38
H 0.07 0.13 0.28
H -0.23 -0.37 0.56
H 0.01 -0.38 -0.31
N 0.01 0.20 -0.07
C 0.20 0.29 -0.50
N 0.81 0.26 -1.40
C -1.05 0.90 -0.28
C -0.10 0.49 -0.44
C -0.06 0.49 0.59
C 0.05 -0.23 -0.59
C -0.46 -0.45 0.86
H 0.78 -0.45 -0.04
H -0.06 -0.22 0.31
H 0.33 -0.35 0.77
H 0.23 -0.25 -0.08
H 0.47 -0.46 0.09
H -0.20 -0.05 -0.49
H 0.03 -0.09 0.27
H -0.44 0.83 0.60
H -0.25 0.00 -0.61
H 0.08 -0.28 -0.30
C -2.59 0.24 1.16
C -0.53 -1.31 -1.45
C -0.72 0.16 0.54
C 0.81 -0.75 -0.70
C 1.24 1.67 0.08
C -0.50 -0.69 0.41
C 0.23 0.81 0.04
H -0.03 0.67 0.22
H 0.18 -0.35 0.26
H 0.13 0.30 -0.22
H 0.23 -0.74 -0.58
H 0.03 0.27 -0.04